<w>
Density functional theory data (wB97M-V/def2-TZVPD) for one molecule with the formula C3H2N2O3.

Structure (ORCA input):
```
! wB97M-V def2-TZVPD RIJCOSX def2/J DEFGRID3
* xyz 0 1
C -0.088 0.005 0.108
H -0.792 2.132 -0.012
O 2.107 1.098 -0.036
H 1.319 -1.854 -0.123
N -0.726 -1.119 0.000
O -2.037 -0.820 -0.007
C -1.024 1.077 0.036
N -2.217 0.570 -0.020
O 2.003 -1.147 0.015
C 1.457 0.058 0.040
*
```

Results
frontier orbital gap = 11.1 eV
structure (SMILES) = O=C(O)c1cnon1
LUMO energy = -0.0142 Ha

=====

<x>
Density functional theory data (wB97M-V/def2-TZVPD) for one molecule with the formula C3H2N2O3.

Structure (ORCA input):
```
! wB97M-V def2-TZVPD RIJCOSX def2/J DEFGRID3
* xyz 0 1
C -0.342 -0.408 0.017
N -1.491 -1.201 0.157
O -2.077 0.841 -0.008
O 1.967 0.813 0.285
C 1.945 -0.337 -0.048
H -0.354 1.856 -0.226
O 0.810 -1.038 -0.081
N -2.493 -0.417 0.160
H 2.817 -0.994 -0.131
C -0.781 0.883 -0.125
*
```

Results
frontier orbital gap = 10.8 eV
structure (SMILES) = O=COc1conn1
LUMO energy = 0.0221 Ha

=====

The least stable of them is <x>.

=====

<w>
Density functional theory data (wB97M-V/def2-TZVPD) for one molecule with the formula C3H2N2O3.

Structure (ORCA input):
```
! wB97M-V def2-TZVPD RIJCOSX def2/J DEFGRID3
* xyz 0 1
C 0.883 0.953 -0.726
O 1.187 1.976 -1.361
H -2.294 0.123 0.271
N -0.261 -0.157 0.765
N 0.687 -0.936 0.477
C 1.491 -0.322 -0.510
O -0.382 0.957 -0.183
H 2.503 -0.432 -0.649
O -2.156 -1.603 1.157
C -1.658 -0.559 0.759
*
```

Results
frontier orbital gap = 9.1 eV
structure (SMILES) = O=Cn1ncc(=O)o1
LUMO energy = -0.0463 Ha

=====

<x>
Density functional theory data (wB97M-V/def2-TZVPD) for a 2-piece molecular cluster, C3H2N2O3 overall.

Structure (ORCA input):
```
! wB97M-V def2-TZVPD RIJCOSX def2/J DEFGRID3
* xyz 0 1
C 0.459 -0.351 -0.242
H -2.765 -1.334 0.733
O -0.899 -1.002 0.113
O -2.101 0.923 -0.565
C -2.067 -0.302 -0.016
N 1.677 -1.125 -0.440
C 0.787 0.817 0.091
H 0.171 1.759 0.527
O 2.165 0.962 0.043
N 2.574 -0.347 -0.243
*
```

Results
frontier orbital gap = 11.2 eV
LUMO energy = 0.0068 Ha

=====

The least stable of them is <x>.

=====

<w>
Density functional theory data (wB97M-V/def2-TZVPD) for a 2-piece molecular cluster, CH4N5 overall.

Structure (ORCA input):
```
! wB97M-V def2-TZVPD RIJCOSX def2/J DEFGRID3
* xyz 1 1
N 0.394 2.476 0.106
H 0.065 -0.717 1.233
N -0.142 1.365 -0.145
N -0.311 3.445 -0.377
C 0.569 -0.486 0.365
N -1.261 1.675 -0.891
N -1.351 2.943 -0.987
H 0.294 -1.035 -0.478
H -1.780 1.064 -1.445
H 1.468 0.217 0.693
*
```

Results
frontier orbital gap = 10.5 eV
LUMO energy = -0.2377 Ha

=====

<x>
Density functional theory data (wB97M-V/def2-TZVPD) for CH4N5 as an isolated structure.

Structure (ORCA input):
```
! wB97M-V def2-TZVPD RIJCOSX def2/J DEFGRID3
* xyz 1 1
N -0.055 -0.199 -0.051
N -0.645 0.518 0.854
N -0.809 -0.692 -0.920
H 2.304 -0.926 0.613
C 1.884 -0.231 -0.098
H 2.154 -0.447 -1.142
H 1.843 0.819 0.284
N -1.964 -0.200 -0.699
H -2.778 0.867 0.769
N -1.935 0.490 0.390
*
```

Results
frontier orbital gap = 12.3 eV
LUMO energy = -0.1936 Ha

=====

<y>
Density functional theory data (wB97M-V/def2-TZVPD) for a 2-piece molecular cluster, CH4N5 overall.

Structure (ORCA input):
```
! wB97M-V def2-TZVPD RIJCOSX def2/J DEFGRID3
* xyz 1 1
H 0.100 1.821 -0.117
H -1.709 1.514 0.147
N -3.840 -0.570 0.267
N -0.974 0.328 -1.505
N -2.849 -0.118 0.275
N -0.713 1.173 -0.278
H 0.668 -0.980 0.853
C -0.416 -0.263 -0.554
H 0.203 -2.213 -0.371
N 0.259 -1.220 -0.004
*
```

Results
frontier orbital gap = 12.1 eV
LUMO energy = -0.1405 Ha

=====

<z>
Density functional theory data (wB97M-V/def2-TZVPD) for a 2-piece molecular cluster, CH4N5 overall.

Structure (ORCA input):
```
! wB97M-V def2-TZVPD RIJCOSX def2/J DEFGRID3
* xyz 1 1
N -1.150 -0.918 -0.151
N -1.203 1.164 0.354
H 2.016 -0.677 0.688
H 2.385 0.163 -1.059
N -2.358 -0.620 -0.001
N -0.391 0.162 0.058
N -2.404 0.711 0.329
H 3.616 -0.910 -0.305
C 2.677 -0.397 -0.179
H -3.186 1.323 0.265
*
```

Results
frontier orbital gap = 5.9 eV
LUMO energy = -0.3519 Ha

=====

The least stable of them is <z>.

=====

<w>
Density functional theory data (wB97M-V/def2-TZVPD) for a 2-piece molecular cluster, C3H4O3S overall.

Structure (ORCA input):
```
! wB97M-V def2-TZVPD RIJCOSX def2/J DEFGRID3
* xyz 0 1
H -1.230 -0.230 1.502
C -0.853 -0.277 0.457
O 0.176 1.828 -0.461
H -0.262 -1.149 0.263
S 3.502 -0.459 0.494
O 2.271 -0.961 1.028
H -2.123 0.037 -1.596
O 3.715 -0.570 -0.918
C -1.834 0.334 -0.595
H -2.739 0.443 -0.014
C -0.623 1.004 -0.162
*
```

Results
frontier orbital gap = 8.3 eV
LUMO energy = -0.0397 Ha

=====

<x>
Density functional theory data (wB97M-V/def2-TZVPD) for a 2-piece molecular cluster, C3H4O3S overall.

Structure (ORCA input):
```
! wB97M-V def2-TZVPD RIJCOSX def2/J DEFGRID3
* xyz 0 1
C 0.814 -2.415 -0.908
H 1.067 -3.445 -0.872
H 1.458 1.197 1.540
S -1.564 0.493 -0.009
O -0.437 1.397 0.959
H 0.991 0.099 -0.011
H 1.154 1.929 -0.109
C 0.076 -1.501 -0.682
O -1.746 1.086 -1.271
C 0.841 1.147 0.576
O -2.654 0.012 0.788
*
```

Results
frontier orbital gap (alpha / beta) = 7.8 / 7.8 eV
LUMO energy (alpha / beta) = -0.0968 / -0.0968 Ha

=====

<y>
Density functional theory data (wB97M-V/def2-TZVPD) for one molecule with the formula C3H4O3S.

Structure (ORCA input):
```
! wB97M-V def2-TZVPD RIJCOSX def2/J DEFGRID3
* xyz 0 1
O 2.374 0.694 0.717
H 1.482 -0.154 -0.802
C -0.258 -0.475 1.045
O 0.185 0.912 1.425
C -0.544 -0.523 -0.436
S -1.909 -0.775 -1.264
H -1.320 -0.762 1.372
H 0.581 -1.138 1.390
H 1.377 2.662 1.141
O 0.573 -0.458 -1.222
C 1.365 1.430 1.018
*
```

Results
frontier orbital gap = 8.9 eV
structure (SMILES) = O=COCC(O)=S
LUMO energy = -0.0112 Ha

=====

The least stable of them is <x>.

=====

<w>
Density functional theory data (wB97M-V/def2-TZVPD) for a 2-piece molecular cluster, C4H12 overall.

Structure (ORCA input):
```
! wB97M-V def2-TZVPD RIJCOSX def2/J DEFGRID3
* xyz -1 2
H 0.485 1.053 -2.003
C -1.945 -0.497 1.033
H -2.877 -0.438 0.496
H -1.859 -2.395 0.059
C -1.259 -1.831 0.775
H -1.035 -2.360 1.696
C 2.316 1.259 -0.785
H 2.872 0.624 -1.490
H -0.254 -1.764 0.330
H 0.594 0.092 -0.537
H -1.266 0.332 0.692
H 0.225 1.865 -0.489
H 2.633 2.278 -1.052
H -2.130 -0.178 2.065
C 0.821 1.062 -0.963
H 2.678 0.898 0.172
*
```

Results
frontier orbital gap (alpha / beta) = 2.8 / 12.0 eV
<S²> = 0.75
LUMO energy (alpha / beta) = 0.1595 / 0.1638 Ha

=====

<x>
Density functional theory data (wB97M-V/def2-TZVPD) for a 2-piece molecular cluster, C4H12 overall.

Structure (ORCA input):
```
! wB97M-V def2-TZVPD RIJCOSX def2/J DEFGRID3
* xyz -1 2
H 3.465 0.913 -1.353
H -1.996 -0.277 -0.884
H 1.651 -0.566 0.570
H 0.811 0.627 -0.341
H 2.140 0.070 -2.139
H 2.193 1.138 0.634
C 1.802 0.342 -0.005
H -1.392 -1.051 1.577
C -2.206 0.257 0.049
C 2.732 0.111 -1.218
H -3.119 0.769 -0.234
H -1.525 1.101 0.195
H -2.965 -1.595 0.957
H 3.256 -0.845 -1.160
C -2.350 -0.717 1.194
H -2.936 -0.300 2.019
*
```

Results
frontier orbital gap (alpha / beta) = 2.7 / 12.2 eV
<S²> = 0.75
LUMO energy (alpha / beta) = 0.1593 / 0.1640 Ha

=====

<y>
Density functional theory data (wB97M-V/def2-TZVPD) for a 2-piece molecular cluster, C4H12 overall.

Structure (ORCA input):
```
! wB97M-V def2-TZVPD RIJCOSX def2/J DEFGRID3
* xyz -1 2
H -2.800 -0.546 -0.301
C 2.205 0.718 1.173
H -0.530 -1.381 -2.315
H -2.178 -2.046 -2.091
H 2.661 1.161 2.052
H 0.879 2.396 0.540
H -1.239 -0.592 0.272
C 0.821 1.423 1.043
H 2.797 0.839 0.280
H -0.836 -2.433 -1.054
H -1.740 0.553 -1.094
C -1.277 -1.576 -1.549
H 2.146 -0.349 1.388
H 0.297 1.527 1.929
C -1.712 -0.534 -0.666
H 0.321 0.681 0.380
*
```

Results
frontier orbital gap (alpha / beta) = 2.8 / 11.4 eV
<S²> = 0.75
LUMO energy (alpha / beta) = 0.1595 / 0.1643 Ha

=====

The least stable of them is <y>.